1.
ORCA calculation (wB97M-V/def2-TZVPD) on a molecular structure, C4H9N2.

Positions of all 15 atoms, in Å:
C (-1.0720, 0.8027, -0.9898)
C (-0.1467, -0.0627, -1.5514)
C (-0.7942, 0.3946, 0.3261)
C (0.2901, -0.5423, -0.1970)
N (0.6432, 2.2615, 1.1517)
N (0.2337, -2.0122, 0.1701)
H (-1.7959, 1.5053, -1.3087)
H (0.1908, -0.1045, -2.6461)
H (-1.4714, 0.1200, 1.0580)
H (1.3590, -0.3391, -0.0806)
H (-0.1108, 2.8414, 1.4927)
H (1.0908, 2.6987, 0.3395)
H (1.1374, -2.2048, 0.5328)
H (0.0651, -2.6010, -0.6464)
H (-0.2622, -2.2873, 1.0377)

Its HOMO-LUMO gap (spin up / spin down) is 9.453 / 8.441 eV. For the calculated total energy, the calculation gives -266.86490 hartree. The max |F| comes out at 2.8 eV/A. The calculation puts the relative energy (zero: lowest compared OMol25 entry of this formula, charge and spin) at 615.36 kJ/mol. The charge is +1.

=====

2.
ORCA calculation (wB97M-V/def2-TZVPD) on 2 unconnected molecules or ions with the total composition C8H8ClNO2.

Positions of all 20 atoms, in Å:
C (-2.3240, 1.5265, 0.4097)
C (-1.2026, 2.3624, 0.1685)
C (-2.2174, 0.1382, 0.3587)
C (0.0780, 1.7916, -0.1293)
C (-1.0070, -0.4636, 0.0528)
C (0.0119, 0.4585, -0.2317)
C (-0.7894, -1.8636, -0.1445)
C (2.3191, -0.3002, -0.5851)
N (2.8077, -1.2227, 0.3702)
O (2.5954, -2.4195, 0.2131)
O (3.3119, -0.7089, 1.3635)
Cl (3.0548, 1.1567, -0.5651)
H (-3.2512, 1.9279, 0.6543)
H (-1.4599, 3.4031, 0.3032)
H (-3.0429, -0.4977, 0.4773)
H (1.0802, 2.2552, -0.3455)
H (-1.5809, -2.3087, -0.7849)
H (0.0501, -1.8928, -0.7843)
H (-0.4563, -2.5374, 0.6183)
H (2.0223, -0.8048, -1.4194)

Its HOMO-LUMO gap (spin up / spin down) is 8.370 / 6.350 eV. For the calculated total energy, the calculation gives -974.76433 hartree. The max |F| comes out at 3.5 eV/A. The expectation value of S² is 2.014. As for the spin multiplicity: 3. The calculation puts the relative energy (zero: lowest compared OMol25 entry of this formula, charge and spin) at 211.90 kJ/mol.

=====

3.
ORCA calculation (wB97M-V/def2-TZVPD) on 2 unconnected molecules or ions with the total composition C9H17NO.

Positions of all 28 atoms, in Å:
C (-2.6169, 0.8425, 0.6975)
C (0.3362, 1.4407, 1.6116)
C (1.0766, -1.6320, -0.6132)
C (1.2415, 0.8187, -1.4396)
C (2.5772, -0.0953, 0.5263)
C (-2.7213, -1.3842, -0.8635)
C (-1.6485, 0.6394, -0.3615)
C (0.1072, 0.1927, 0.8082)
C (1.2049, -0.1575, -0.2073)
N (-3.3129, 1.2008, 1.5488)
O (-1.9501, -0.2669, -1.2556)
H (0.9234, 1.2106, 2.4900)
H (0.5976, 2.3310, 1.0870)
H (-0.5440, 1.7541, 2.0392)
H (0.1154, -1.7441, -1.1371)
H (0.9721, -2.0984, 0.3549)
H (1.9039, -2.0735, -1.1596)
H (1.5364, 0.2417, -2.1921)
H (1.9312, 1.6163, -1.3282)
H (0.2010, 1.1068, -1.6041)
H (3.4042, 0.2864, 0.0212)
H (2.9757, -0.9482, 1.0672)
H (2.4101, 0.6508, 1.2716)
H (-3.7102, -1.4057, -1.4379)
H (-3.1028, -1.3214, 0.1659)
H (-2.2258, -2.3224, -0.9138)
H (-1.3819, 1.6336, -0.6803)
H (-0.3000, -0.5166, 1.5047)

Its HOMO-LUMO gap is 9.296 eV. For the calculated total energy, the calculation gives -482.97095 hartree. The max |F| comes out at 5.3 eV/A. The calculation puts the relative energy (zero: lowest compared OMol25 entry of this formula, charge and spin) at 380.94 kJ/mol.

=====

4.
ORCA calculation (wB97M-V/def2-TZVPD) on a gas-phase ion, C5H9ClNOS (charge +1).

Positions of all 18 atoms, in Å:
C (2.6623, 0.7607, -0.1549)
O (1.5082, -0.1548, -0.2188)
C (0.6221, 0.0498, 0.7233)
C (0.4292, 0.8423, 1.8851)
Cl (1.6387, 1.7006, 2.6556)
S (-1.2092, 0.6315, 2.6141)
C (-1.3846, -0.8524, 1.5475)
N (-0.7121, -0.5396, 0.2639)
C (-1.5448, 0.0895, -0.7945)
H (3.4914, 0.5323, -0.8031)
H (3.1453, 0.6375, 0.7950)
H (2.4315, 1.6707, -0.4966)
H (-2.4043, -1.0086, 1.2169)
H (-0.9801, -1.5600, 2.1859)
H (-0.6606, -1.3645, -0.2797)
H (-1.5018, 1.1292, -0.5583)
H (-1.1067, 0.0295, -1.8177)
H (-2.5626, -0.3151, -0.8582)

Its HOMO-LUMO gap is 9.427 eV. For the calculated total energy, the calculation gives -1183.92937 hartree. The SMILES is COC1=C(Cl)SC[N@H+]1C. The max |F| comes out at 4.3 eV/A. The calculation puts the relative energy (zero: lowest compared OMol25 entry of this formula, charge and spin) at 0.00 kJ/mol. The charge is +1.

=====

5.
ORCA calculation (wB97M-V/def2-TZVPD) on a single C6H8FO4P molecule.

Positions of all 20 atoms, in Å:
C (-1.5313, -0.9090, -0.9192)
C (-1.9740, -1.1107, 0.5332)
C (0.2981, 0.5616, -0.2986)
C (1.0542, 1.6805, -0.9209)
C (1.8976, -1.1825, 0.4345)
C (0.8483, -0.1521, 0.8881)
O (-2.1309, -1.4302, -1.8176)
O (-1.9842, -2.1702, 1.0821)
O (-0.5032, -0.0800, -1.1961)
O (-2.5034, -0.0188, 1.1354)
F (-2.8256, 1.7575, -0.5868)
P (-2.2457, 1.6099, 0.9393)
H (1.5079, 2.3072, -0.1585)
H (0.4020, 2.2752, -1.5544)
H (1.8495, 1.2790, -1.5574)
H (2.2812, -1.7165, 1.3002)
H (2.7251, -0.6863, -0.0653)
H (1.4500, -1.9055, -0.2446)
H (1.3088, 0.5738, 1.5586)
H (0.0754, -0.6829, 1.4481)

Its HOMO-LUMO gap (spin up / spin down) is 6.911 / 8.144 eV. For the calculated total energy, the calculation gives -975.57002 hartree. The max |F| comes out at 2.1 eV/A.

=====

6.
ORCA calculation (wB97M-V/def2-TZVPD) on a molecular structure, C5H5NO.

Positions of all 12 atoms, in Å:
C (0.0536, -1.6536, 0.0632)
C (0.2955, -0.2011, 0.0299)
C (-1.0458, -0.0595, -0.0666)
C (-1.8681, 1.0765, 0.0252)
C (1.6267, 0.4278, -0.0973)
N (-1.2265, -1.5825, 0.0646)
O (-3.0229, 1.1480, -0.2202)
H (0.5894, -2.5731, 0.3231)
H (-1.2902, 1.9355, 0.5104)
H (1.5131, 1.4487, 0.1602)
H (2.0144, 0.2242, -1.1935)
H (2.3608, -0.1911, 0.4010)

Its HOMO-LUMO gap (spin up / spin down) is 7.919 / 7.920 eV. For the calculated total energy, the calculation gives -323.35515 hartree. The max |F| comes out at 2.7 eV/A. The calculation puts the relative energy (zero: lowest compared OMol25 entry of this formula, charge and spin) at 431.99 kJ/mol.

=====

- Which formula does entry 1 have?
  C4H9N2

=====

- Among the records above, which one has the lowest max |F|?
  C6H8FO4P

=====

- Which formula does entry 2 have?
  C8H8ClNO2